This record from OMol25 describes a cluster of 12 separate species, C6H37NO11S in total in a non-equilibrium geometry. The level of theory is ωB97M-V/def2-TZVPD.

Geometry as XYZ:
```
56
Properties=species:S:1:pos:R:3
C 2.282 0.585 1.465
C 1.533 1.886 1.770
S 2.574 3.065 2.684
C 1.700 -0.031 0.151
N 1.093 -1.342 0.576
C 0.464 -3.557 -0.212
C 0.490 -1.992 -0.596
C -0.930 -1.637 -0.884
H 3.327 0.615 1.541
H 2.047 -0.087 2.334
H 0.746 1.562 2.389
H 0.930 2.319 0.860
H 3.732 2.353 2.777
H 0.942 0.600 -0.327
H 2.353 -0.081 -0.723
H 0.391 -1.135 1.233
H -0.474 -4.013 0.092
H 0.612 -4.082 -1.078
H 1.288 -3.751 0.541
H 1.078 -1.719 -1.531
H -1.220 -2.372 -1.502
H -0.962 -0.700 -1.458
H -1.613 -1.327 -0.046
H 3.641 -0.780 -3.419
H 3.242 0.510 -2.659
O 2.888 -0.259 -3.028
H -3.560 1.880 -0.751
H -3.140 1.121 0.611
O -3.744 1.004 -0.151
H -4.815 1.285 1.716
H -3.912 1.024 2.901
O -4.133 1.768 2.287
H -3.833 -2.595 1.917
H -3.679 -1.382 0.822
O -3.859 -1.682 1.614
H 5.105 -0.438 -0.704
H 4.648 -1.244 0.546
O 5.314 -0.919 0.066
H 2.950 -1.906 1.153
H 3.614 -2.602 2.396
O 3.747 -2.416 1.417
H -4.736 -1.250 -1.446
H -3.473 -0.232 -1.427
O -3.770 -1.141 -1.684
H -0.141 1.803 -3.731
H 0.736 1.462 -2.606
O 0.443 2.275 -2.988
H -2.572 3.653 -1.914
H -1.840 2.315 -1.809
O -2.718 2.717 -2.015
H -2.167 -0.457 2.030
H -1.333 0.756 1.608
O -1.289 -0.068 2.146
H 0.435 3.005 -1.421
H -0.325 4.259 -0.796
O -0.107 3.376 -0.733
```

## Properties
Multiplicity = 2
Frontier orbital gap (alpha / beta) = 10.194 / 3.232 eV
Energy above the lowest of the compared OMol25 structures with the same formula, charge and spin = 78.7 kcal/mol
E = -41658.194 eV
Net charge = +1
E_HOMO (alpha / beta) = -13.08 / -11.94 eV


This record from OMol25 describes a cluster of 12 separate species, C6H37NO12 in total in a non-equilibrium geometry. The level of theory is ωB97M-V/def2-TZVPD.

Geometry as XYZ:
```
56
Properties=species:S:1:pos:R:3
C 0.986 -1.731 -2.982
C 0.018 -1.288 -1.831
C -1.354 -0.789 -2.457
C -1.283 0.722 -2.910
C -1.643 1.739 -1.883
N -0.540 2.328 -1.047
C -0.716 3.486 -0.285
O -0.919 3.195 1.142
H 0.534 -2.484 -3.556
H 1.887 -2.343 -2.636
H 1.257 -0.820 -3.543
H -0.300 -2.336 -1.464
H 0.415 -0.847 -1.034
H -2.382 -0.914 -1.781
H -1.750 -1.221 -3.453
H -0.252 0.797 -3.367
H -1.825 0.802 -3.822
H -2.267 1.170 -1.164
H -2.433 2.490 -2.357
H 0.386 1.941 -1.202
H -1.491 4.222 -0.546
H 0.402 3.917 -0.255
H -1.789 3.334 1.480
O 1.253 -0.147 1.277
H 0.399 -0.645 1.153
H 0.994 0.820 0.982
O 3.388 -0.693 -0.047
H 4.116 -0.466 0.605
H 2.553 -0.248 0.252
O -1.206 -2.731 0.353
H -0.494 -3.360 0.161
H -0.887 -2.567 1.271
O 2.405 2.016 -0.175
H 2.559 1.926 -1.086
H 3.314 2.168 0.227
O -2.694 0.759 1.412
H -2.731 -0.247 1.378
H -1.701 0.877 1.302
O -0.704 1.271 3.115
H -1.579 1.373 3.451
H -0.639 1.790 2.258
O 2.295 -1.655 3.830
H 2.009 -1.041 3.143
H 1.778 -2.454 3.783
O -4.327 -2.177 0.100
H -3.560 -1.525 -0.050
H -4.070 -2.770 0.817
O -1.145 -1.164 2.527
H -0.960 -0.273 2.775
H -1.648 -1.417 3.277
O 2.275 -3.493 0.528
H 2.173 -2.486 0.551
H 3.056 -3.405 0.030
O 2.754 1.553 -2.741
H 3.544 1.660 -3.226
H 2.119 1.589 -3.492
```

## Properties
Multiplicity = 1
Frontier orbital gap = 9.182 eV
Structure (SMILES) = CCCCCNCO.O.O.O.O.O.O.O.O.O.O.O
Energy above the lowest of the compared OMol25 structures with the same formula, charge and spin = 128.9 kcal/mol
E = -32879.252 eV
E_HOMO = -9.14 eV


This record from OMol25 describes a cluster of 12 separate species, C6H38N2O11 in total in a non-equilibrium geometry. The level of theory is ωB97M-V/def2-TZVPD.

Geometry as XYZ:
```
57
Properties=species:S:1:pos:R:3
C 0.652 -0.535 3.728
C -0.702 -0.975 3.380
C -0.705 -1.790 2.003
C -0.267 -1.072 0.707
N 1.077 -0.686 0.533
C -1.156 0.312 0.572
N -0.814 1.203 -0.533
C -1.864 2.186 -0.694
H 1.429 -1.329 3.613
H 0.591 -0.114 4.740
H 1.091 0.264 3.099
H -1.284 -1.662 4.099
H -1.409 -0.052 3.209
H -1.702 -2.163 1.858
H 0.025 -2.647 2.094
H -0.654 -1.830 -0.193
H 1.421 0.311 0.595
H 1.765 -1.197 1.183
H -2.184 0.006 0.491
H -1.079 0.948 1.495
H -0.626 0.669 -1.371
H -2.792 1.860 -1.384
H -2.117 2.497 0.296
H -1.524 3.035 -1.335
O 0.448 -3.905 -0.866
H 0.614 -2.981 -0.713
H 1.015 -4.470 -0.431
O 1.970 3.847 -0.841
H 1.217 4.330 -1.064
H 2.054 3.170 -1.550
O 2.429 1.387 -1.906
H 1.707 1.211 -1.265
H 3.224 1.398 -1.369
O 4.167 -0.658 -0.149
H 4.625 -0.101 -0.802
H 3.992 -0.038 0.508
O 2.402 2.016 0.830
H 1.620 2.608 0.441
H 3.274 2.579 0.798
O 2.439 -1.341 -2.213
H 2.559 -0.958 -1.252
H 3.103 -0.941 -2.681
O -2.122 0.267 -3.178
H -1.492 -0.561 -3.167
H -1.900 0.479 -4.167
O -4.509 -0.648 0.326
H -4.399 -0.945 -0.722
H -4.471 -1.576 0.825
O -0.238 2.888 3.026
H 0.616 2.973 2.605
H -0.671 2.302 2.372
O -0.164 -1.672 -2.799
H -0.225 -2.571 -2.584
H 0.693 -1.327 -2.633
O -4.103 -1.445 -2.281
H -3.803 -0.555 -2.673
H -3.241 -2.001 -2.610
```

## Properties
Multiplicity = 1
Frontier orbital gap = 8.490 eV
Structure (SMILES) = CCC[C@H](N)CNC.O.O.O.O.O.O.O.O.O.O.O
Energy above the lowest of the compared OMol25 structures with the same formula, charge and spin = 124.0 kcal/mol
E = -32338.676 eV
E_HOMO = -8.80 eV


This record from OMol25 describes a cluster of 13 separate species, C6H38N2O12 in total in a non-equilibrium geometry. The level of theory is ωB97M-V/def2-TZVPD.

Geometry as XYZ:
```
58
Properties=species:S:1:pos:R:3
C 0.062 -2.656 2.604
C 0.078 -1.416 1.805
C 1.158 -0.381 2.159
C 1.884 0.105 0.909
C 2.016 -0.762 -0.118
C 0.904 2.465 1.158
N 2.003 1.515 0.701
N -1.180 -0.719 1.879
H 0.552 -2.630 3.458
H -0.986 -3.063 2.845
H 0.490 -3.541 1.988
H 0.310 -1.735 0.804
H 0.776 0.506 2.679
H 1.905 -0.569 2.945
H 2.090 -0.831 -1.224
H 2.152 -1.791 0.188
H 0.013 2.453 0.709
H 1.377 3.598 0.968
H 0.850 2.487 2.254
H 2.381 1.611 -0.297
H -1.897 -1.122 2.613
H -1.199 0.216 2.091
H -2.280 3.027 3.680
H -2.041 2.659 2.262
O -1.801 2.419 3.132
H -2.767 -2.615 -0.609
H -3.107 -2.424 -2.080
O -2.751 -3.085 -1.521
H -1.081 -4.108 -2.535
H -0.382 -4.073 -3.786
O -0.399 -4.510 -3.014
H 0.695 1.999 -3.337
H 2.254 2.340 -3.386
O 1.373 2.585 -3.507
H -0.267 1.325 -0.824
H -0.556 -0.106 -1.012
O -0.422 0.720 -1.515
H -4.388 2.054 -1.134
H -3.302 1.056 -1.022
O -4.137 1.247 -1.476
H -2.925 0.211 -4.111
H -2.016 -0.561 -3.118
O -2.671 -0.750 -3.824
H -1.840 2.472 -2.113
H -1.409 3.959 -2.448
O -2.178 3.335 -2.224
H 4.159 -1.033 0.486
H 5.511 -1.595 -0.079
O 4.635 -1.834 0.142
H -1.180 3.933 -0.557
H -2.503 4.758 -0.318
O -1.681 4.438 0.088
H 3.898 -0.710 3.417
H 3.826 0.771 2.806
O 4.264 -0.083 2.724
H 0.187 -3.774 -0.074
H 0.663 -4.131 -1.525
O 0.876 -3.658 -0.702
```

## Properties
Multiplicity = 1
Frontier orbital gap = 8.083 eV
Energy above the lowest of the compared OMol25 structures with the same formula, charge and spin = 129.7 kcal/mol
E = -34384.531 eV
E_HOMO = -8.25 eV


The highest energy above the lowest of the compared OMol25 structures with the same formula, charge and spin belongs to which entry?
C6H38N2O12


What is the formula in the first record?
C6H37NO11S


Which of these has the highest E?
C6H38N2O11


Please write out number 2 again, unchanged.
This record from OMol25 describes a cluster of 12 separate species, C6H37NO12 in total in a non-equilibrium geometry. The level of theory is ωB97M-V/def2-TZVPD.

Geometry as XYZ:
```
56
Properties=species:S:1:pos:R:3
C 0.986 -1.731 -2.982
C 0.018 -1.288 -1.831
C -1.354 -0.789 -2.457
C -1.283 0.722 -2.910
C -1.643 1.739 -1.883
N -0.540 2.328 -1.047
C -0.716 3.486 -0.285
O -0.919 3.195 1.142
H 0.534 -2.484 -3.556
H 1.887 -2.343 -2.636
H 1.257 -0.820 -3.543
H -0.300 -2.336 -1.464
H 0.415 -0.847 -1.034
H -2.382 -0.914 -1.781
H -1.750 -1.221 -3.453
H -0.252 0.797 -3.367
H -1.825 0.802 -3.822
H -2.267 1.170 -1.164
H -2.433 2.490 -2.357
H 0.386 1.941 -1.202
H -1.491 4.222 -0.546
H 0.402 3.917 -0.255
H -1.789 3.334 1.480
O 1.253 -0.147 1.277
H 0.399 -0.645 1.153
H 0.994 0.820 0.982
O 3.388 -0.693 -0.047
H 4.116 -0.466 0.605
H 2.553 -0.248 0.252
O -1.206 -2.731 0.353
H -0.494 -3.360 0.161
H -0.887 -2.567 1.271
O 2.405 2.016 -0.175
H 2.559 1.926 -1.086
H 3.314 2.168 0.227
O -2.694 0.759 1.412
H -2.731 -0.247 1.378
H -1.701 0.877 1.302
O -0.704 1.271 3.115
H -1.579 1.373 3.451
H -0.639 1.790 2.258
O 2.295 -1.655 3.830
H 2.009 -1.041 3.143
H 1.778 -2.454 3.783
O -4.327 -2.177 0.100
H -3.560 -1.525 -0.050
H -4.070 -2.770 0.817
O -1.145 -1.164 2.527
H -0.960 -0.273 2.775
H -1.648 -1.417 3.277
O 2.275 -3.493 0.528
H 2.173 -2.486 0.551
H 3.056 -3.405 0.030
O 2.754 1.553 -2.741
H 3.544 1.660 -3.226
H 2.119 1.589 -3.492
```

## Properties
Multiplicity = 1
Frontier orbital gap = 9.182 eV
Structure (SMILES) = CCCCCNCO.O.O.O.O.O.O.O.O.O.O.O
Energy above the lowest of the compared OMol25 structures with the same formula, charge and spin = 128.9 kcal/mol
E = -32879.252 eV
E_HOMO = -9.14 eV